(1)
Entry from OMol25: the molecule C22H28F2N4O2 (the ωB97M-V functional and the def2-TZVPD basis).

net charge: 0
gap between HOMO and LUMO: 8.891 eV

Last column: Mulliken charge in e.
Cartesian coordinates (Å):
1 O 4.003 3.110 -0.425  -0.6595
2 C 3.021 2.501 -0.071  0.2350
3 N 2.860 1.153 -0.222  0.7166
4 C 3.750 0.285 -0.832  0.6073
5 C 5.005 0.510 -1.361  -0.8875
6 C 5.406 -0.742 -1.840  -0.4317
7 N 4.483 -1.656 -1.627  -1.5005
8 N 3.468 -1.032 -1.013  1.2922
9 C 2.309 -1.811 -0.649  -1.1654
10 C 1.024 -1.319 -1.323  0.4210
11 C -0.152 -2.183 -0.882  -0.9905
12 N -0.282 -2.145 0.565  0.5969
13 C -1.530 -2.753 1.004  -1.2657
14 C -2.686 -1.867 0.623  -0.1196
15 C -2.763 -0.589 1.163  -0.3185
16 C -3.779 0.274 0.802  -0.2583
17 C -4.731 -0.150 -0.111  0.5670
18 O -5.787 0.713 -0.484  -0.4060
19 C -5.491 1.624 -1.410  0.3806
20 F -4.490 2.465 -1.034  -0.2423
21 F -5.044 1.069 -2.569  -0.2643
22 C -4.680 -1.423 -0.654  -0.6332
23 C -3.655 -2.276 -0.282  -0.3891
24 C 0.886 -2.742 1.187  -1.1353
25 C 2.120 -1.902 0.869  0.1495
26 C 1.817 3.158 0.588  0.0537
27 C 1.417 2.493 1.924  -1.1879
28 C 0.053 1.839 1.682  0.6176
29 C -0.591 2.741 0.634  -0.5731
30 C 0.563 3.077 -0.311  -0.9629
31 H 1.998 0.753 0.115  -0.7900
32 H 5.530 1.440 -1.388  0.4828
33 H 6.324 -1.005 -2.327  0.4634
34 H 2.534 -2.815 -1.028  0.3774
35 H 0.805 -0.286 -1.057  -0.3391
36 H 1.137 -1.370 -2.407  0.3739
37 H -0.009 -3.218 -1.242  0.2977
38 H -1.074 -1.793 -1.319  0.5371
39 H -1.493 -2.842 2.093  0.4665
40 H -1.666 -3.764 0.582  0.3323
41 H -2.012 -0.271 1.868  0.4077
42 H -3.836 1.268 1.217  0.4550
43 H -6.383 2.228 -1.635  0.2018
44 H -5.431 -1.731 -1.364  0.4425
45 H -3.610 -3.268 -0.709  0.3707
46 H 1.046 -3.779 0.841  0.4024
47 H 0.731 -2.765 2.268  0.4962
48 H 3.004 -2.356 1.320  0.3366
49 H 1.988 -0.913 1.308  -0.0708
50 H 2.094 4.201 0.754  0.6153
51 H 2.168 1.782 2.272  0.4793
52 H 1.319 3.261 2.692  0.2850
53 H -0.534 1.782 2.598  0.6501
54 H 0.157 0.825 1.289  -0.7886
55 H -1.422 2.264 0.117  0.2346
56 H -0.958 3.652 1.108  0.3429
57 H 0.396 4.010 -0.847  0.4129
58 H 0.675 2.289 -1.059  0.2784

***

(2)
Entry from OMol25: C6H3Cl2NO3PmSTi as an isolated structure (the ωB97M-V functional and the def2-TZVPD basis).

net charge: +4
2S+1: 6
gap between HOMO and LUMO (alpha / beta): 7.064 / 7.471 eV
<S²>: 8.7653

Last column: Mulliken charge in e.
Cartesian coordinates (Å):
1 Pm 0.167 -0.869 -3.733  1.7738
2 Ti -0.383 -0.406 1.352  0.8103
3 Cl -1.088 1.244 -3.420  -0.2788
4 Cl 0.285 -1.058 -0.765  -0.0173
5 C -1.170 -1.947 2.161  0.4428
6 C -0.401 0.006 -6.219  0.0828
7 C 0.222 -2.280 -6.137  0.0544
8 O -1.417 -2.976 2.665  0.0361
9 O -0.656 0.166 -7.336  0.0481
10 O 0.120 -2.574 -7.249  0.0497
11 S -0.043 2.767 3.364  0.2683
12 C 0.947 1.870 4.467  -0.0801
13 C 1.198 0.580 4.086  -0.2636
14 N 0.442 0.327 2.902  -0.3040
15 C -0.186 1.447 2.312  0.0460
16 H 1.319 2.359 5.338  0.4362
17 H 1.706 -0.201 4.670  0.4313
18 H -1.063 1.543 1.542  0.4641

***

(3)
Entry from OMol25: the molecule C17H17NO4 (the ωB97M-V functional and the def2-TZVPD basis).

net charge: 0
gap between HOMO and LUMO: 8.726 eV

Last column: Mulliken charge in e.
Cartesian coordinates (Å):
1 C 5.585 2.589 0.377  -1.1053
2 C 5.832 1.105 0.141  -0.2471
3 O 4.665 0.332 0.403  -0.3543
4 C 3.754 0.260 -0.587  0.5794
5 O 3.908 0.788 -1.665  -0.6388
6 C 2.573 -0.531 -0.209  0.1452
7 C 1.542 -0.683 -1.137  -0.9948
8 C 0.407 -1.396 -0.829  -0.1643
9 C 0.267 -1.988 0.433  0.9835
10 N -0.827 -2.737 0.775  -0.1728
11 C -2.052 -2.736 0.015  -1.2281
12 C -2.677 -1.366 -0.158  0.4880
13 C -3.399 -1.076 -1.305  -0.6130
14 C -3.989 0.168 -1.514  -0.9403
15 C -3.818 1.111 -0.531  0.9995
16 C -3.094 0.827 0.628  0.8556
17 C -2.519 -0.400 0.840  -0.9194
18 O -3.081 1.930 1.438  -0.4960
19 C -3.800 2.928 0.744  -0.2379
20 O -4.275 2.401 -0.476  -0.4763
21 C 1.308 -1.839 1.360  -0.7134
22 C 2.440 -1.125 1.048  -0.7439
23 H 5.226 2.753 1.391  0.2905
24 H 4.840 2.953 -0.325  0.3101
25 H 6.509 3.142 0.231  0.3801
26 H 6.590 0.718 0.826  0.3034
27 H 6.145 0.937 -0.895  0.3147
28 H 1.653 -0.220 -2.106  0.4385
29 H -0.379 -1.487 -1.560  0.3728
30 H -0.909 -2.953 1.756  0.2791
31 H -2.759 -3.394 0.529  0.4199
32 H -1.861 -3.172 -0.972  0.3880
33 H -3.509 -1.835 -2.065  0.3859
34 H -4.547 0.387 -2.408  0.4179
35 H -1.960 -0.595 1.739  0.4508
36 H -4.651 3.262 1.358  0.2412
37 H -3.139 3.786 0.543  0.2541
38 H 1.209 -2.294 2.336  0.3105
39 H 3.231 -1.014 1.773  0.4372

***

(4)
Entry from OMol25: C7H9N as an isolated structure (the ωB97M-V functional and the def2-TZVPD basis).

net charge: 0
gap between HOMO and LUMO: 9.035 eV

Last column: Mulliken charge in e.
Cartesian coordinates (Å):
1 C 2.160 0.258 -0.440  -0.1045
2 C 1.311 1.305 -0.142  -0.5516
3 C 0.154 1.035 0.570  -0.3138
4 C -0.179 -0.353 0.790  0.0888
5 C 0.702 -1.302 0.316  -0.2799
6 C -1.974 -0.057 -0.519  -0.3205
7 C -3.288 0.086 -0.240  -0.7675
8 H 3.059 0.527 -0.925  0.3832
9 H 1.762 2.331 -0.223  0.2866
10 H -0.451 1.836 0.993  0.4081
11 H -1.152 -0.645 1.332  0.3567
12 H 0.524 -2.393 0.493  0.3273
13 H -1.713 -0.582 -1.472  0.1956
14 H -1.087 0.370 -0.056  0.2215
15 H -4.031 -0.509 -0.757  0.2573
16 H -3.462 0.495 0.583  0.4184
17 N 1.890 -1.038 -0.283  -0.6055

***

(5)
Entry from OMol25: the molecule C3H3NO2 (the ωB97M-V functional and the def2-TZVPD basis).

net charge: 0
gap between HOMO and LUMO: 12.016 eV

Last column: Mulliken charge in e.
Cartesian coordinates (Å):
1 C -1.435 -0.215 0.230  -0.5359
2 O -0.053 -0.147 -0.040  -0.2713
3 C 0.909 0.594 -0.538  0.6284
4 O 0.899 1.550 -1.256  -0.4921
5 C 2.078 -0.146 0.033  0.2098
6 N 2.826 -0.838 0.580  -0.3344
7 H -1.438 -1.201 0.700  0.2373
8 H -1.726 0.544 0.955  0.2803
9 H -2.059 -0.140 -0.664  0.2779

***

(6)
Entry from OMol25: a 9-piece molecular cluster, C18H27N9 overall (the ωB97M-V functional and the def2-TZVPD basis).

net charge: 0
gap between HOMO and LUMO: 11.240 eV

Last column: Mulliken charge in e.
Cartesian coordinates (Å):
1 C -21.392 11.213 2.354  -0.9216
2 C -20.388 11.058 1.335  0.4477
3 N -19.570 10.973 0.510  -0.3877
4 H -20.940 11.460 3.311  0.3101
5 H -21.960 10.299 2.496  0.2791
6 H -22.125 12.010 2.154  0.2892
7 C -12.032 8.895 -1.273  -0.8830
8 C -13.243 9.341 -1.925  0.3649
9 N -14.219 9.627 -2.481  -0.3351
10 H -11.257 8.669 -2.024  0.3064
11 H -12.210 8.066 -0.597  0.1924
12 H -11.666 9.760 -0.692  0.3457
13 C -21.341 10.215 -2.099  -0.8394
14 C -20.206 9.528 -2.679  0.4229
15 N -19.331 8.980 -3.189  -0.3672
16 H -20.946 11.075 -1.561  0.2119
17 H -21.857 9.560 -1.384  0.2409
18 H -22.012 10.554 -2.877  0.3292
19 C -13.450 4.702 -2.201  -0.5240
20 C -13.059 5.758 -3.112  0.3819
21 N -12.738 6.609 -3.843  -0.4932
22 H -13.043 4.925 -1.199  0.1592
23 H -13.181 3.690 -2.530  0.3529
24 H -14.533 4.827 -2.098  0.1154
25 C -16.439 7.891 -4.854  -0.6360
26 C -16.820 6.687 -4.147  0.4211
27 N -17.112 5.750 -3.528  -0.4971
28 H -16.317 8.707 -4.129  0.0713
29 H -17.179 8.174 -5.585  0.3423
30 H -15.465 7.763 -5.334  0.3467
31 C -14.331 5.107 2.494  -0.6920
32 C -15.587 5.685 2.991  0.4100
33 N -16.571 6.155 3.370  -0.4868
34 H -13.885 4.531 3.324  0.3568
35 H -13.673 5.928 2.226  0.2050
36 H -14.501 4.425 1.664  0.2202
37 C -15.129 12.534 -1.912  -0.6785
38 C -13.926 12.454 -1.077  0.4329
39 N -13.000 12.448 -0.390  -0.4760
40 H -14.772 12.349 -2.917  0.2615
41 H -15.551 13.525 -1.790  0.3403
42 H -15.863 11.791 -1.637  0.1189
43 C -16.858 8.297 -0.998  0.0442
44 C -15.762 7.470 -0.569  0.0180
45 N -14.957 6.765 -0.081  -0.2337
46 H -17.416 7.972 -1.886  -0.0497
47 H -16.341 9.193 -1.325  -0.1872
48 H -17.495 8.575 -0.184  0.3898
49 C -18.627 5.176 1.034  -0.4304
50 C -19.651 4.356 0.449  0.2179
51 N -20.508 3.703 -0.017  -0.4151
52 H -19.015 6.197 1.095  0.2110
53 H -17.647 5.133 0.552  0.0789
54 H -18.486 4.822 2.065  0.2970

***

Asked for E_tot across the records above, the calculation gives -1424.390282 -3285.586036 -1013.729027 -326.698848 -321.296873 -1194.802716 a.u. in order.
Asked for max |F| across the records above, the calculation gives 1.5 11.7 1.3 8.2 1.3 3.8 eV Å⁻¹ in order.